Density functional theory data (ωB97M-V/def2-TZVPD) for a 12-piece molecular cluster, C36H42F3N9 overall.

Element x y z (Å)
F -7.307 4.145 2.222
C -8.358 4.376 3.052
C -8.127 4.405 4.458
C -9.254 4.621 5.316
C -10.556 4.586 4.735
C -10.712 4.400 3.367
C -9.612 4.460 2.572
H -7.141 4.256 4.873
H -9.053 4.703 6.375
H -11.465 4.602 5.319
H -11.695 4.480 2.925
H -9.638 4.360 1.497
F -6.755 -3.786 -1.637
C -7.340 -2.716 -1.027
C -8.410 -2.117 -1.664
C -9.111 -1.067 -1.066
C -8.712 -0.630 0.167
C -7.540 -1.076 0.780
C -6.850 -2.114 0.140
H -8.681 -2.476 -2.646
H -10.009 -0.668 -1.514
H -9.343 0.093 0.662
H -7.239 -0.614 1.708
H -5.946 -2.470 0.612
F -14.304 -0.089 5.154
C -13.888 0.560 4.045
C -12.843 0.003 3.314
C -12.366 0.572 2.130
C -12.809 1.817 1.820
C -13.806 2.465 2.552
C -14.390 1.828 3.667
H -12.335 -0.892 3.641
H -11.693 0.084 1.440
H -12.555 2.321 0.899
H -14.121 3.453 2.249
H -15.142 2.293 4.287
C -13.456 1.603 7.628
C -13.792 0.153 7.919
N -14.062 -0.960 8.188
H -12.687 1.651 6.857
H -13.014 1.953 8.561
H -14.347 2.214 7.484
C -9.559 0.575 3.740
C -8.253 0.740 4.481
N -7.264 0.877 5.092
H -9.591 1.041 2.754
H -10.249 1.123 4.381
H -9.816 -0.484 3.761
C -15.217 -2.536 1.420
C -15.673 -3.944 1.746
N -16.030 -4.965 2.059
H -16.178 -2.021 1.428
H -14.672 -2.442 0.482
H -14.526 -2.135 2.162
C -12.522 4.636 -1.207
C -12.180 4.545 -2.601
N -11.876 4.489 -3.744
H -13.092 3.744 -0.951
H -13.187 5.490 -1.080
H -11.734 4.782 -0.468
C -11.242 7.586 2.098
C -12.504 6.809 2.027
N -13.472 6.148 1.980
H -10.363 6.941 2.091
H -11.339 8.183 3.004
H -11.290 8.339 1.311
C -9.085 -4.296 1.422
C -10.148 -3.272 1.361
N -11.038 -2.505 1.302
H -9.143 -4.808 2.383
H -8.114 -3.813 1.312
H -9.139 -5.072 0.659
C -9.140 1.683 -2.967
C -9.909 2.065 -1.813
N -10.589 2.326 -0.932
H -9.737 2.030 -3.811
H -9.013 0.610 -3.113
H -8.210 2.234 -2.828
C -15.911 3.690 -0.841
C -17.378 3.807 -0.483
N -18.510 3.915 -0.186
H -15.178 3.450 -0.071
H -15.603 4.636 -1.286
H -15.730 3.035 -1.693
C -11.376 -2.636 5.401
C -10.975 -3.671 6.357
N -10.659 -4.420 7.161
H -10.707 -1.778 5.336
H -12.359 -2.226 5.633
H -11.495 -3.098 4.421

## Properties
HOMO-LUMO gap (eV): 9.886
Highest occupied orbital energy (eV): -9.9
LUMO (eV): 0.029
Net charge: 0
Spin multiplicity: 1
Energy above the lowest of the compared OMol25 structures with the same formula, charge and spin (kJ/mol): 67.8


Density functional theory data (ωB97M-V/def2-TZVPD) for C36H43AsO5PPt as an isolated structure.

Element x y z (Å)
Pt -0.321 0.286 0.189
O -0.224 -0.169 -3.695
C 0.039 -0.545 -2.551
O 0.949 -0.190 -1.677
C -0.905 -1.793 -1.969
O -1.110 -2.740 -2.728
O -1.228 -1.587 -0.729
C -1.380 -0.281 3.758
C -0.236 -1.267 3.666
O 0.191 -1.347 2.325
C 1.281 -2.243 2.136
C 1.760 -2.140 0.706
H -1.679 -0.137 4.799
H -2.237 -0.647 3.189
H -1.066 0.673 3.330
H -0.546 -2.260 4.019
H 0.602 -0.942 4.299
H 0.953 -3.264 2.367
H 2.087 -1.988 2.839
H 0.957 -2.434 0.028
H 2.626 -2.782 0.537
H 2.027 -1.103 0.482
C 1.288 2.937 -1.272
C 1.795 2.475 0.094
C 2.460 3.645 0.822
C 0.672 1.901 0.958
H 2.116 3.249 -1.916
H 0.596 3.778 -1.154
H 0.757 2.125 -1.768
H 2.557 1.702 -0.067
H 1.747 4.468 0.941
H 3.320 4.018 0.259
H 2.804 3.347 1.818
H -0.037 2.713 1.169
H 1.088 1.576 1.923
C -3.262 1.911 1.511
C -4.540 2.665 1.161
As -5.416 3.356 2.785
C -5.811 1.591 3.534
C -5.342 1.267 4.803
C -5.563 0.004 5.343
C -6.256 -0.949 4.611
C -6.729 -0.636 3.341
C -6.511 0.627 2.809
C -7.185 3.683 2.011
C -7.347 4.175 0.719
C -8.613 4.468 0.225
C -9.732 4.299 1.027
C -9.581 3.826 2.325
C -8.317 3.521 2.809
P -2.477 1.026 0.078
C -2.471 2.305 -1.218
C -2.151 3.625 -0.898
C -1.992 4.574 -1.896
C -2.130 4.210 -3.230
C -2.414 2.892 -3.558
C -2.575 1.942 -2.560
C -3.877 -0.070 -0.315
C -4.895 0.228 -1.215
C -5.961 -0.649 -1.378
C -6.018 -1.826 -0.646
C -4.995 -2.138 0.239
C -3.928 -1.268 0.398
H -3.483 1.132 2.244
H -2.518 2.579 1.956
H -5.245 2.007 0.655
H -4.324 3.497 0.492
H -4.797 2.012 5.371
H -5.196 -0.237 6.333
H -6.428 -1.934 5.027
H -7.266 -1.378 2.763
H -6.892 0.864 1.821
H -6.480 4.323 0.085
H -8.726 4.832 -0.789
H -10.716 4.537 0.643
H -10.449 3.701 2.960
H -8.201 3.136 3.816
H -2.010 3.909 0.140
H -1.748 5.598 -1.637
H -1.997 4.950 -4.010
H -2.488 2.595 -4.596
H -2.749 0.908 -2.832
H -4.866 1.148 -1.782
H -6.754 -0.407 -2.075
H -6.852 -2.507 -0.775
H -5.024 -3.067 0.796
H -3.101 -1.520 1.053

## Properties
HOMO-LUMO gap (eV): 6.367
Highest occupied orbital energy (eV): -4.1
LUMO (eV): 2.284
Net charge: -1
Spin multiplicity: 1
Energy above the lowest of the compared OMol25 structures with the same formula, charge and spin (kJ/mol): 142.3


Density functional theory data (ωB97M-V/def2-TZVPD) for C36H43BCaGeN10 as an isolated structure.

Element x y z (Å)
Ca -0.155 -0.742 0.063
C -0.312 -2.296 4.304
C -0.881 -1.733 3.161
N -0.026 -0.910 2.578
N 1.089 -0.918 3.308
C 0.949 -1.743 4.359
B 2.339 -0.104 2.958
N 2.920 -0.659 1.653
C 4.112 -1.268 1.542
C 4.216 -1.787 0.269
C 3.006 -1.442 -0.336
N 2.247 -0.761 0.509
N 1.952 1.380 2.850
C 2.305 2.335 3.731
C 1.679 3.508 3.370
C 0.945 3.156 2.236
N 1.120 1.878 1.937
H -0.757 -3.002 4.977
H -1.868 -1.882 2.761
H 1.743 -1.901 5.063
H 3.147 -0.221 3.826
H 4.811 -1.295 2.354
H 5.032 -2.343 -0.147
H 2.650 -1.657 -1.324
H 2.957 2.125 4.557
H 1.749 4.467 3.846
H 0.319 3.788 1.634
N -0.958 -0.478 -2.370
C -1.439 0.797 -2.864
C -1.633 1.749 -1.676
N -0.439 1.795 -0.860
C 0.547 2.796 -1.207
C 1.519 2.371 -2.317
N 1.997 1.025 -2.073
H -1.730 -1.112 -2.193
H -0.329 -0.937 -3.018
H -0.702 1.219 -3.550
H -2.399 0.725 -3.401
H -1.926 2.746 -2.047
H -2.454 1.360 -1.072
H -0.685 1.917 0.113
H 0.080 3.752 -1.511
H 1.148 2.976 -0.313
H 1.044 2.395 -3.307
H 2.329 3.126 -2.335
H 2.909 0.874 -2.493
H 2.070 0.863 -1.073
N 0.029 -2.764 -0.659
C 0.568 -3.888 -0.356
C 0.388 -5.061 -1.171
C 1.001 -6.250 -0.881
C 1.827 -6.388 0.231
C 2.022 -5.279 1.051
C 1.418 -4.080 0.790
H -0.249 -4.964 -2.041
H 0.849 -7.098 -1.540
H 2.304 -7.332 0.456
H 2.680 -5.363 1.910
H 1.580 -3.231 1.443
C -4.108 -2.728 1.027
Ge -3.051 -1.102 0.328
C -4.065 0.320 1.411
C -3.298 1.357 1.931
C -3.842 2.343 2.734
C -5.188 2.297 3.055
C -5.974 1.269 2.562
C -5.415 0.299 1.748
C -3.990 -1.163 -1.504
C -3.695 -2.326 -2.184
C -4.163 -2.599 -3.473
C -4.964 -1.698 -4.120
C -5.309 -0.489 -3.484
C -6.183 0.435 -4.098
C -6.509 1.610 -3.485
C -5.953 1.918 -2.235
C -5.127 1.031 -1.605
C -4.793 -0.209 -2.183
H -5.109 -2.793 0.603
H -4.213 -2.703 2.109
H -3.573 -3.640 0.768
H -2.234 1.377 1.710
H -3.216 3.140 3.117
H -5.623 3.062 3.686
H -7.027 1.227 2.818
H -6.042 -0.491 1.356
H -3.060 -3.056 -1.698
H -3.901 -3.537 -3.946
H -5.349 -1.906 -5.113
H -6.599 0.191 -5.070
H -7.199 2.299 -3.956
H -6.203 2.856 -1.761
H -4.726 1.261 -0.632

## Properties
HOMO-LUMO gap (alpha / beta) (eV): 6.755 / 6.437
Highest occupied orbital energy (alpha / beta) (eV): -4.1 / -4.0
LUMO (alpha / beta) (eV): 2.647 / 2.402
Net charge: -1
Spin multiplicity: 2
Energy above the lowest of the compared OMol25 structures with the same formula, charge and spin (kJ/mol): 110.6


Density functional theory data (ωB97M-V/def2-TZVPD) for a 7-piece molecular cluster, C36H43BrClN6P overall.

Element x y z (Å)
C 3.659 -0.353 1.146
C 3.352 1.247 0.768
C 1.716 1.285 0.421
Br 1.566 2.137 -1.388
P 0.694 2.168 1.780
C -1.155 1.696 1.737
C -1.616 0.787 0.454
C -1.947 -0.802 0.859
Cl -0.600 -1.447 1.965
H 4.757 -0.494 1.542
H 3.441 -0.950 0.143
H 2.825 -0.652 1.918
H 3.627 1.977 1.656
H 4.021 1.475 -0.170
H 1.333 0.181 0.344
H 1.164 1.695 3.089
H -1.489 1.206 2.773
H -1.770 2.718 1.682
H -2.666 1.225 0.095
H -0.910 0.844 -0.479
H -2.021 -1.464 -0.130
H -3.026 -0.816 1.368
C -7.292 3.086 -1.336
C -7.149 2.491 -0.087
C -5.882 2.432 0.471
N -4.774 2.918 -0.130
C -4.943 3.489 -1.342
C -6.169 3.598 -1.979
H -8.270 3.151 -1.804
H -8.004 2.082 0.440
H -5.719 1.980 1.445
H -4.037 3.870 -1.805
H -6.247 4.068 -2.952
C -8.331 -0.214 -6.020
C -7.768 0.764 -6.832
C -6.880 1.661 -6.259
N -6.531 1.642 -4.954
C -7.096 0.682 -4.190
C -7.990 -0.260 -4.672
H -9.030 -0.935 -6.434
H -8.014 0.828 -7.886
H -6.412 2.441 -6.852
H -6.801 0.690 -3.144
H -8.411 -1.011 -4.013
C 7.893 -3.806 3.275
C 8.435 -2.533 3.137
C 8.024 -1.759 2.063
N 7.130 -2.170 1.138
C 6.622 -3.412 1.298
C 6.967 -4.258 2.340
H 8.189 -4.442 4.104
H 9.159 -2.152 3.848
H 8.416 -0.757 1.914
H 5.907 -3.720 0.540
H 6.526 -5.245 2.419
C 12.458 0.336 7.182
C 11.084 0.552 7.201
C 10.320 0.003 6.184
N 10.832 -0.728 5.170
C 12.169 -0.919 5.177
C 13.015 -0.414 6.152
H 13.089 0.750 7.963
H 10.619 1.133 7.990
H 9.243 0.140 6.157
H 12.557 -1.508 4.351
H 14.082 -0.601 6.109
C -12.096 1.957 -10.480
C -11.953 1.361 -9.231
C -10.686 1.303 -8.673
N -9.578 1.789 -9.274
C -9.747 2.360 -10.486
C -10.973 2.468 -11.123
H -13.074 2.022 -10.948
H -12.808 0.953 -8.705
H -10.524 0.851 -7.699
H -8.841 2.741 -10.949
H -11.051 2.939 -12.096
C 3.060 -3.415 5.191
C 3.203 -4.011 6.440
C 4.470 -4.069 6.998
N 5.579 -3.583 6.397
C 5.409 -3.012 5.184
C 4.183 -2.904 4.548
H 2.083 -3.350 4.723
H 2.348 -4.420 6.966
H 4.633 -4.521 7.972
H 6.315 -2.632 4.722
H 4.105 -2.433 3.575

## Properties
HOMO-LUMO gap (eV): 8.669
Highest occupied orbital energy (eV): -8.0
LUMO (eV): 0.686
Net charge: 0
Spin multiplicity: 1


Number 1: E -59571.8868 eV. Number 2: E -121643.1601 eV. Number 3: E -128566.3855 eV. Number 4: E -138819.2408 eV.